[1]
46
Properties=species:S:1:pos:R:3:nbo_charge:R:1 method="wB97M-V/def2-TZVPD" smiles="[H]/N=C(/N)NCCC[C@H](N)C(=O)N[C@@H](Cc1ccccc1)C(=O)O" e_tot_ev=-29523.0216 e_lumo_ev=0.4138 homo_energy_ev=-9.2
H -2.43305 -4.10398 -0.28557 0.333
N -2.00985 -4.73734 0.40088 -0.766
C -2.32761 -4.39363 1.58959 0.575
N -1.76404 -5.05903 2.69252 -0.838
N -3.21058 -3.39950 1.99568 -0.641
C -3.70370 -2.40686 1.05901 -0.220
C -2.64489 -1.41691 0.54847 -0.428
C -1.99804 -0.60399 1.66458 -0.408
C -0.94670 0.37948 1.15763 -0.138
N -0.16224 1.02124 2.22970 -0.845
C -1.59695 1.51918 0.34226 0.675
O -2.79318 1.75457 0.43242 -0.620
N -0.78899 2.26345 -0.45370 -0.605
C 0.65729 2.19850 -0.62916 -0.147
C 1.04681 2.20738 -2.11927 -0.419
C 2.46232 1.75289 -2.34632 -0.063
C 3.53253 2.65213 -2.33471 -0.198
C 4.84154 2.21656 -2.51817 -0.209
C 5.09887 0.87051 -2.72859 -0.216
C 4.04559 -0.04494 -2.74741 -0.232
C 2.73072 0.39990 -2.56263 -0.159
C 1.28783 3.38254 0.13154 0.783
O 1.71761 4.37361 -0.42870 -0.592
O 1.28894 3.27596 1.45857 -0.697
H -1.23078 -5.85963 2.36864 0.395
H -2.46292 -5.29815 3.37178 0.375
H -2.99569 -3.03380 2.90493 0.383
H -4.51714 -1.84461 1.55438 0.208
H -4.17935 -2.94486 0.23956 0.207
H -3.16075 -0.72941 -0.16160 0.232
H -1.85104 -1.98760 -0.02986 0.204
H -2.77797 -0.04216 2.19963 0.222
H -1.49300 -1.25198 2.36342 0.199
H -0.25803 -0.15567 0.52288 0.204
H -0.81898 1.46540 2.91347 0.384
H 0.35421 0.30752 2.72701 0.380
H -1.28791 3.01418 -0.92955 0.414
H 1.01628 1.28639 -0.17853 0.218
H 0.88134 3.23001 -2.48066 0.237
H 0.36645 1.55664 -2.64291 0.219
H 3.30377 3.70214 -2.14537 0.238
H 5.64867 2.95891 -2.50601 0.218
H 6.13853 0.53215 -2.88452 0.216
H 4.22658 -1.09866 -2.92446 0.214
H 1.89630 -0.31061 -2.59973 0.196
H 0.87118 2.40208 1.76888 0.511

[2]
47
Properties=species:S:1:pos:R:3:nbo_charge:R:1 method="wB97M-V/def2-TZVPD" smiles="[H]/N=C(/N)NCCC[C@H](NC(=O)[C@@H](N)Cc1ccc(O)cc1)C(=O)O" e_tot_ev=-31566.7397 e_lumo_ev=0.4550 homo_energy_ev=-8.8
H 5.39670 1.80434 -0.22026 0.354
N 5.05538 1.50989 0.82260 -0.732
C 4.21827 2.34695 1.34568 0.564
N 3.76496 2.17934 2.75167 -0.878
N 3.92307 3.66963 0.81814 -0.647
C 2.52088 4.16627 0.91359 -0.234
C 1.43332 3.59045 0.03716 -0.407
C 1.17382 2.02943 -0.07589 -0.411
C 1.03314 1.53134 -1.42684 -0.191
N 0.52408 0.12790 -1.46337 -0.687
C -0.80390 0.01933 -1.83104 0.694
O -1.55132 0.78546 -2.38521 -0.597
C -1.39516 -1.32931 -1.23044 -0.136
N -0.34718 -2.23562 -0.75704 -0.875
C -2.17602 -0.96287 0.04442 -0.415
C -3.04355 -2.09474 0.55856 -0.080
C -4.11929 -2.47476 -0.17666 -0.194
C -4.71654 -3.69985 -0.07316 -0.287
C -4.38918 -4.48320 1.09778 0.311
O -5.13780 -5.55049 1.49725 -0.641
C -3.18839 -4.21251 1.76522 -0.272
C -2.67071 -2.95737 1.57542 -0.200
C 2.28021 1.56778 -2.18608 0.788
O 3.29156 2.26440 -2.01841 -0.597
O 2.30401 0.66156 -3.23784 -0.678
H 3.98290 3.03154 3.30617 0.378
H 4.22015 1.38753 3.26921 0.392
H 4.11387 3.46084 -0.20053 0.398
H 2.13638 4.14627 1.97617 0.209
H 2.60677 5.28109 0.68068 0.212
H 1.44335 3.85594 -1.12683 0.205
H 0.51315 4.03148 0.46397 0.217
H 2.08737 1.57201 0.26286 0.225
H 0.30646 1.67653 0.47919 0.220
H 0.32164 2.11144 -2.07649 0.268
H 0.94837 -0.69486 -0.97582 0.468
H -2.02800 -1.79632 -1.92719 0.203
H -0.75465 -2.81327 0.08355 0.383
H -0.21624 -3.07564 -1.44474 0.372
H -2.77266 -0.12010 -0.26338 0.237
H -1.48794 -0.75538 0.84418 0.216
H -4.49402 -2.06611 -1.11557 0.220
H -5.56871 -4.13370 -0.70542 0.209
H -5.82223 -5.50072 0.82727 0.473
H -2.70162 -5.07767 2.44094 0.239
H -1.74800 -2.81579 2.11224 0.209
H 1.53329 0.04156 -3.05572 0.495

[3]
47
Properties=species:S:1:pos:R:3:nbo_charge:R:1 method="wB97M-V/def2-TZVPD" smiles="[H]/N=C(/N)NCCC[C@H](NC(=O)[C@@H](N)Cc1ccc(O)cc1)C(=O)O" e_tot_ev=-31566.0712 e_lumo_ev=0.5255 homo_energy_ev=-8.2
H -1.69863 1.47208 1.32923 0.346
N -1.63326 0.96773 2.29644 -0.754
C -2.11542 -0.28121 2.14021 0.564
N -1.98049 -1.21288 3.24928 -0.843
N -2.68068 -0.77204 1.01153 -0.678
C -3.81700 -0.35199 0.16157 -0.190
C -3.69138 1.08447 -0.43738 -0.419
C -2.61501 0.90617 -1.62648 -0.420
C -1.22470 1.29820 -1.43789 -0.189
N -0.37640 0.28846 -0.69868 -0.644
C 0.02510 -0.88414 -1.34482 0.684
O -0.15529 -0.97715 -2.59997 -0.674
C 0.58724 -2.03762 -0.43133 -0.132
N -0.04967 -3.23436 -0.92093 -0.832
C 2.11074 -2.12180 -0.70306 -0.429
C 3.06625 -1.01762 -0.10940 -0.031
C 4.44559 -0.95122 -0.28072 -0.199
C 5.25048 0.18440 0.04610 -0.283
C 4.57500 1.34651 0.55707 0.321
O 5.25211 2.57550 0.72137 -0.698
C 3.24987 1.25984 0.84185 -0.301
C 2.50695 0.15490 0.58810 -0.179
C -1.00878 2.59180 -0.74225 0.800
O -0.69460 2.66691 0.45103 -0.605
O -1.41296 3.58582 -1.51839 -0.642
H -2.09148 -0.76286 4.23662 0.409
H -2.61242 -1.92416 3.09568 0.357
H -2.46611 -1.74807 0.88304 0.375
H -4.01661 -1.10060 -0.62921 0.208
H -4.74016 -0.32284 0.74972 0.176
H -4.77590 1.29926 -0.67477 0.225
H -3.17412 1.81662 0.23877 0.213
H -2.54041 -0.17267 -1.96143 0.236
H -3.16555 1.45694 -2.43249 0.235
H -0.74799 1.26898 -2.37945 0.267
H -0.14336 0.56272 0.26356 0.440
H 0.46976 -1.98173 0.63655 0.223
H -0.03189 -3.37372 -1.93052 0.390
H -0.88888 -3.44769 -0.53690 0.357
H 2.48669 -2.33660 -1.71868 0.235
H 2.28598 -3.01292 -0.11906 0.225
H 5.11368 -1.78507 -0.61163 0.213
H 6.27507 0.18741 -0.17688 0.210
H 6.17982 2.59956 0.63698 0.485
H 2.73581 1.98211 1.49023 0.236
H 1.56483 0.03467 1.16753 0.208
H -1.63183 4.21989 -0.77014 0.502

[4]
41
Properties=species:S:1:pos:R:3:nbo_charge:R:1 method="wB97M-V/def2-TZVPD" smiles=O[C@@H](COc1ccccc1)CN1CCCCCC1 e_tot_ev=-21512.8352 e_lumo_ev=0.8738 homo_energy_ev=-8.4
O 0.28856 -4.10650 -0.21100 -0.710
C -0.20260 -2.89135 0.29117 0.080
C 0.87967 -2.12203 1.06484 -0.102
O 1.92028 -1.81188 0.15514 -0.543
C 2.48162 -0.57151 0.17658 0.395
C 2.46589 0.28940 1.26807 -0.330
C 3.07184 1.53086 1.17529 -0.175
C 3.70501 1.92486 0.01123 -0.251
C 3.74239 1.05861 -1.06973 -0.190
C 3.13634 -0.17823 -0.99106 -0.293
C -0.73888 -1.99478 -0.84591 -0.237
N -1.16177 -0.70491 -0.33488 -0.472
C -2.54810 -0.72485 0.08832 -0.204
C -2.95778 0.48526 0.92821 -0.413
C -3.13707 1.76148 0.10649 -0.404
C -1.84378 2.54946 -0.12183 -0.398
C -0.59948 1.68397 -0.32869 -0.404
C -0.82276 0.42915 -1.17809 -0.224
H 1.10565 -3.91017 -0.68692 0.471
H -1.00679 -3.15831 0.98338 0.177
H 0.41967 -1.21762 1.46717 0.206
H 1.27615 -2.74103 1.87880 0.186
H 1.99924 -0.00380 2.19609 0.221
H 3.05037 2.19256 2.02896 0.212
H 4.17253 2.89560 -0.05245 0.214
H 4.24164 1.35104 -1.98175 0.214
H 3.15767 -0.86196 -1.82616 0.220
H -1.54492 -2.53098 -1.36993 0.185
H 0.08060 -1.85392 -1.55482 0.202
H -2.68514 -1.62507 0.69306 0.195
H -3.22947 -0.80013 -0.78095 0.159
H -3.91186 0.23826 1.39982 0.211
H -2.22733 0.64448 1.72088 0.203
H -3.85019 2.41780 0.61051 0.210
H -3.58000 1.49282 -0.85508 0.194
H -1.66187 3.20197 0.73518 0.200
H -1.98513 3.19377 -0.99275 0.200
H -0.20687 1.35573 0.63412 0.208
H 0.17380 2.29813 -0.79449 0.213
H 0.11655 0.19677 -1.68448 0.207
H -1.58366 0.61707 -1.95235 0.166

[5]
42
Properties=species:S:1:pos:R:3:nbo_charge:R:1 method="wB97M-V/def2-TZVPD" e_tot_ev=-23547.1910 e_lumo_ev=0.6939 homo_energy_ev=-8.4
C 3.23797 2.11725 3.13474 -0.529
C 1.72060 1.94795 2.82728 -0.378
C 1.32801 0.43610 2.38375 -0.433
C 1.90347 0.21521 1.03789 -0.054
O 1.38812 -0.78474 0.39978 -0.519
C 1.68905 -2.09439 1.16364 -0.133
C 1.05392 -3.17687 0.42331 -0.394
H 1.45693 -3.18011 -0.86252 0.189
H 1.65684 -4.29262 0.54641 0.239
C -0.44185 -3.38559 0.34539 -0.203
N -1.05487 -2.44947 -0.06637 -0.635
C -1.65764 -2.37073 -1.27173 0.700
O -2.10136 -3.12276 -1.93608 -0.551
C -2.20883 -0.99442 -1.76958 -0.148
C -3.28693 -0.74586 -2.52795 -0.193
C -3.77658 0.53433 -2.79877 -0.202
C -2.95014 1.74364 -2.80122 -0.267
C -1.69422 1.48355 -2.08824 0.286
C -1.34139 0.05577 -1.77214 -0.233
H -0.39519 0.04232 -1.09865 0.214
O -0.65101 2.41163 -2.01732 -0.492
C -1.06156 3.61880 -2.28811 -0.170
H -1.96397 4.01623 -1.96373 0.177
H -0.24572 4.27748 -2.07436 0.191
H -1.00818 3.48603 -3.73152 0.076
H -3.25392 2.50809 -3.25836 0.196
H -4.68773 0.80118 -3.46066 0.219
H -4.04267 -1.77101 -2.58607 0.222
H -0.71610 -1.32877 0.31934 0.419
H -0.76918 -3.51617 1.45989 0.144
H -0.77062 -4.39827 -0.22345 0.232
H 1.43753 -2.26139 2.06324 0.179
H 2.74229 -2.29403 1.10156 0.200
H 3.04893 0.16427 1.08777 0.141
H 1.70341 1.07241 0.43326 0.182
H 0.27252 0.25711 2.52224 0.213
H 1.91808 -0.21150 3.08544 0.197
H 1.27871 2.66803 2.39299 0.188
H 1.33598 2.12373 3.91567 0.193
H 3.73326 1.25693 3.96699 0.177
H 3.39340 3.18955 3.55209 0.209
H 3.78065 1.95110 2.43418 0.151

[6]
42
Properties=species:S:1:pos:R:3:nbo_charge:R:1 method="wB97M-V/def2-TZVPD" e_tot_ev=-23550.9530 e_lumo_ev=0.4615 homo_energy_ev=-8.1
C -0.67994 2.67783 -3.74057 -0.623
C 0.07855 3.39011 -2.74635 -0.370
C 0.85225 2.49459 -1.63668 -0.378
C 1.56009 3.43772 -0.71309 -0.397
C 2.33505 2.56524 0.12486 -0.464
C 1.25447 2.00344 1.16785 0.631
O 0.65120 2.65763 2.12968 -0.564
C 1.01572 0.53611 0.76923 -0.282
C 1.75981 -0.45617 0.21875 0.204
N 0.79225 -1.53539 0.01337 -0.524
C -0.33114 -1.14558 0.61677 0.058
C -0.25936 0.14062 0.96768 -0.047
C -1.60322 0.80491 1.30902 -0.661
H -2.48141 0.28087 1.48186 0.246
H -1.32372 1.00220 2.49262 0.237
H -1.74648 1.94715 1.05634 0.240
C -1.68348 -2.12810 0.21485 0.794
O -2.76699 -1.87047 0.61908 -0.536
O -1.03985 -3.42595 -0.16331 -0.543
C -2.12343 -4.24979 -0.30834 -0.043
C -2.20115 -5.11028 0.81956 -0.608
H -1.35385 -5.36811 1.36457 0.226
H -2.96378 -5.90135 0.82366 0.231
H -2.75716 -4.33409 1.77494 0.160
H -1.41116 -5.07708 -1.18826 0.113
H -3.03369 -3.94893 -0.69497 0.212
H 0.97606 -2.39177 -0.48332 0.430
C 3.20439 -0.65654 0.08452 -0.650
H 3.63488 0.06771 0.70751 0.238
H 3.25579 -0.20669 -1.02136 0.222
H 3.48628 -1.68682 0.05557 0.242
H 3.01507 3.27289 0.89259 0.203
H 2.98160 1.92138 -0.11948 0.195
H 2.25589 4.16808 -1.30702 0.206
H 0.84164 4.17104 -0.21456 0.234
H 1.62867 1.96221 -2.03591 0.183
H 0.22637 1.92274 -1.31477 0.182
H 0.69743 4.27314 -3.11038 0.192
H -0.54458 4.20751 -2.21461 0.191
H -1.04931 3.45615 -4.38348 0.209
H -0.09727 2.04154 -4.29158 0.202
H -1.42392 2.28554 -3.14615 0.208

[7]
46
Properties=species:S:1:pos:R:3:nbo_charge:R:1 method="wB97M-V/def2-TZVPD" e_tot_ev=-104189.9482 e_lumo_ev=0.5300 homo_energy_ev=-7.3
Ag 0.92495 0.29549 -0.67470 0.664
C 5.66295 -0.42331 -0.30590 -0.413
N 4.87715 -0.30041 0.88790 -0.360
C 5.25135 0.36889 2.02130 -0.039
C 4.20805 0.36569 2.87230 -0.072
N 3.15655 -0.29281 2.25360 -0.394
C 3.58965 -0.71171 1.01540 0.298
S 2.81595 -1.70741 -0.06650 -0.303
C 1.84855 -0.31471 2.73610 0.389
C 1.61005 -0.30581 4.11320 -0.259
C 0.29955 -0.27971 4.54650 -0.151
C -0.72585 -0.25981 3.61020 -0.266
C -0.38405 -0.25781 2.27150 0.067
N 0.86595 -0.29781 1.84090 -0.449
H 6.71755 -0.45501 -0.04390 0.206
H 5.49045 0.43169 -0.96220 0.230
H 5.36795 -1.33531 -0.82000 0.247
H 6.22145 0.81369 2.12360 0.230
H 4.12725 0.81619 3.83720 0.231
H 2.42005 -0.32121 4.82430 0.224
H 0.08055 -0.26141 5.60390 0.222
H -1.76035 -0.22391 3.91200 0.223
H -1.13565 -0.20541 1.49210 0.192
I 2.35805 2.53049 -0.22740 -0.811
C -3.10675 -1.97361 -0.28550 -0.620
C -3.16225 -0.49141 -0.64110 -0.703
As -1.58855 0.13169 -1.68830 0.812
C -1.91775 -0.72981 -3.44710 -0.697
C -3.32415 -0.61871 -4.01330 -0.618
C -2.05515 2.02159 -2.10770 -0.701
C -3.51445 2.45479 -2.17810 -0.616
H -3.98375 -2.26721 0.29280 0.215
H -2.22035 -2.20511 0.30690 0.213
H -3.07835 -2.58891 -1.18440 0.206
H -3.21295 0.10579 0.27560 0.220
H -4.06835 -0.27541 -1.21170 0.219
H -1.63515 -1.78411 -3.35260 0.224
H -1.20465 -0.27011 -4.14150 0.229
H -4.06615 -0.98901 -3.30970 0.200
H -3.42105 -1.19971 -4.92800 0.217
H -3.56765 0.41259 -4.25250 0.205
H -1.56035 2.23189 -3.06310 0.226
H -1.54845 2.62899 -1.34950 0.240
H -4.04015 1.97549 -3.00000 0.201
H -3.57495 3.53119 -2.33470 0.218
H -4.03675 2.23069 -1.24810 0.203

[8]
48
Properties=species:S:1:pos:R:3:nbo_charge:R:1 method="wB97M-V/def2-TZVPD" e_tot_ev=-104279.0026 e_lumo_ev=0.0182 homo_energy_ev=-6.5
Pd -0.00546 -0.15546 0.60993 0.393
F 6.55844 0.79958 -1.58046 -0.319
C 6.28271 0.33348 -0.35118 0.971
F 7.01526 -0.77769 -0.16359 -0.316
F 6.71018 1.24937 0.53813 -0.318
C 4.80783 0.05379 -0.17407 -0.096
C 3.92274 0.26451 -1.21426 -0.227
C 2.58661 -0.01565 -0.99117 0.064
N 2.12829 -0.48465 0.16732 -0.461
C 2.98812 -0.68512 1.16878 0.057
C 4.34354 -0.43110 1.03263 -0.221
H 4.24837 0.64305 -2.17122 0.242
H 1.85067 0.13543 -1.77140 0.210
H 2.53270 -1.06418 2.08003 0.260
H 5.01113 -0.60386 1.86648 0.237
S -0.04967 -1.30522 2.50838 -0.871
C -3.51029 0.84574 -0.15436 -0.968
As -2.33873 -0.48534 0.60500 1.153
C -3.34855 -1.04889 2.13765 -0.955
C -2.63885 -1.99104 -0.57395 -0.962
H -4.45681 0.36676 -0.40207 0.226
H -3.06703 1.28260 -1.04684 0.241
H -3.67624 1.63538 0.57720 0.233
H -4.37161 -1.26867 1.82881 0.212
H -3.33704 -0.26058 2.88768 0.238
H -2.85329 -1.92167 2.55000 0.273
H -3.67285 -2.32863 -0.49850 0.219
H -1.95986 -2.78198 -0.26604 0.255
H -2.41847 -1.70917 -1.60231 0.231
O 0.28577 2.21114 -0.00490 -0.695
C 0.31295 2.85364 1.05831 0.699
C 0.08144 4.34410 1.05386 -0.507
C -1.31080 4.71260 1.63376 -0.393
C -1.96729 3.62290 2.48346 -0.404
C -1.21595 3.26768 3.76418 -0.413
C 0.26930 2.96831 3.52250 -0.223
N 0.51301 2.28675 2.26079 -0.628
H 0.17548 4.67875 0.02430 0.238
H 0.87403 4.82449 1.63022 0.219
H -1.97778 4.94200 0.80184 0.214
H -1.22211 5.62912 2.22221 0.205
H -2.07764 2.71914 1.87537 0.199
H -2.98018 3.93914 2.74199 0.218
H -1.68551 2.39375 4.22065 0.218
H -1.29398 4.08790 4.48382 0.204
H 0.65484 2.31763 4.30513 0.227
H 0.85587 3.88783 3.55309 0.192
H 0.52072 1.26235 2.27372 0.429